# 1
15
Properties=species:S:1:pos:R:3 method="wB97M-V/def2-TZVPD" smiles="C=CC(F)=C=O.C=C(F)Br" largest_force_ha_per_bohr=0.0623 de_lowest_ev=1.659 multiplicity=1 gap_ev=8.615
C -1.95 -1.47 1.31
C -2.24 -0.75 0.24
C -1.12 -0.58 -0.73
F -1.38 0.03 -1.91
C 0.13 -1.01 -0.53
O 1.17 -1.46 -0.40
H -2.72 -1.50 2.07
H -0.95 -1.95 1.51
H -3.17 -0.08 -0.02
C 2.26 1.62 -0.92
C 1.74 1.41 0.28
F 0.47 1.71 0.58
Br 2.73 0.54 1.57
H 3.19 1.32 -1.23
H 1.83 2.15 -1.81

---

# 2
9
Properties=species:S:1:pos:R:3 method="wB97M-V/def2-TZVPD" smiles=O.O.O largest_force_ha_per_bohr=0.2155 de_lowest_ev=1.321 multiplicity=1 gap_ev=11.363
O -2.45 0.70 0.88
H -3.42 0.95 0.57
H -1.77 0.62 0.26
O -0.14 0.29 -0.75
H 0.37 -0.27 -0.38
H -0.14 0.11 -1.74
O 2.37 -1.03 0.15
H 2.41 -1.14 1.06
H 2.77 -0.22 -0.06

---

# 3
81
Properties=species:S:1:pos:R:3 method="wB97M-V/def2-TZVPD" largest_force_ha_per_bohr=0.0095 multiplicity=1 gap_ev="6.039 / 6.036" total_charge=+1
Fe 0.62 1.69 1.17
Te -3.23 0.76 -1.86
C -3.03 -1.24 -2.49
C -1.94 -1.67 -3.24
C -1.82 -3.02 -3.54
N -2.71 -3.94 -3.17
C -3.77 -3.52 -2.49
C -3.98 -2.19 -2.12
C -1.56 0.96 -0.64
P -0.07 1.82 -0.96
C -0.31 3.25 -2.04
C -1.40 4.09 -1.80
C -1.59 5.21 -2.59
C -0.69 5.51 -3.61
C 0.39 4.67 -3.85
C 0.58 3.54 -3.06
C 1.28 0.77 -1.71
C 1.21 0.21 -3.12
C 2.14 -0.70 -3.37
C 3.05 -1.04 -2.19
C 3.62 0.28 -1.69
C 2.72 1.24 -1.49
P -1.34 0.46 1.03
C -0.86 -1.33 1.22
C 0.08 -1.62 2.14
C 1.15 -2.64 1.91
C 1.09 -3.38 0.55
C -0.23 -3.28 -0.15
C -1.12 -2.33 0.16
C -2.88 0.66 1.96
C -3.38 1.94 2.17
C -4.59 2.12 2.81
C -5.32 1.02 3.24
C -4.83 -0.26 3.03
C -3.61 -0.45 2.40
H -1.19 -0.97 -3.57
H -0.97 -3.37 -4.11
H -4.49 -4.28 -2.20
H -4.85 -1.92 -1.54
H -2.10 3.85 -1.01
H -2.43 5.86 -2.41
H -0.84 6.38 -4.22
H 1.09 4.90 -4.65
H 1.43 2.89 -3.27
H 0.47 0.56 -3.83
H 2.25 -1.21 -4.32
H 3.82 -1.76 -2.45
H 4.68 0.42 -1.56
H 2.96 2.24 -1.15
H 0.24 -0.94 2.97
H 1.36 -3.26 2.78
H 1.36 -4.43 0.66
H -0.47 -4.00 -0.92
H -2.06 -2.28 -0.37
H -2.82 2.80 1.82
H -4.98 3.12 2.97
H -6.27 1.16 3.73
H -5.40 -1.12 3.36
H -3.22 -1.45 2.25
C 2.94 1.67 4.94
C 2.01 2.08 3.99
N 1.79 1.39 2.87
C 2.51 0.26 2.68
C 3.44 -0.24 3.58
C 3.66 0.51 4.74
C 4.11 -1.51 3.26
C 3.72 -2.27 2.24
C 2.54 -1.91 1.40
C 2.34 -2.56 0.01
C 2.00 -1.63 -1.17
C 1.19 -0.44 -0.73
N 1.55 0.13 0.57
C 2.25 -0.47 1.44
H 3.09 2.27 5.83
H 1.42 2.97 4.14
H 4.39 0.17 5.47
H 4.94 -1.81 3.90
H 4.21 -3.22 2.04
H 3.17 -3.21 -0.26
H 1.34 -2.24 -1.79
H 0.15 -0.72 -0.69

---

# 4
53
Properties=species:S:1:pos:R:3 method="wB97M-V/def2-TZVPD" largest_force_ha_per_bohr=0.2123 de_lowest_ev=7.893 multiplicity=1 gap_ev=8.861
C 0.38 -1.30 1.98
C 0.53 -0.59 0.53
C 1.10 0.78 0.55
C 2.14 0.78 -0.56
C 1.95 0.35 -1.86
N -0.86 -0.64 0.04
H -0.42 -2.00 2.02
H 1.49 -1.38 2.19
H -0.18 -0.67 2.64
H 1.12 -1.40 0.00
H 1.77 0.99 1.36
H 0.23 1.50 0.57
H 2.98 1.38 -0.30
H 2.89 0.55 -2.56
H 1.01 0.02 -2.28
H -1.42 -1.34 -0.15
H -1.16 0.09 -0.61
H 3.19 -3.17 -2.43
H 3.82 -1.89 -1.90
O 3.47 -2.39 -2.69
H 0.54 -2.89 -2.40
H 0.28 -4.29 -2.18
O 0.78 -3.62 -1.78
H -0.50 2.78 3.04
H 0.66 3.28 2.21
O -0.10 3.55 2.64
H -2.92 -1.22 2.13
H -2.18 -0.20 1.21
O -2.80 -0.27 2.02
H -1.45 1.40 -2.12
H -3.07 1.26 -1.71
O -2.23 0.90 -2.08
H 3.76 -2.18 0.22
H 4.09 -0.66 -0.10
O 4.50 -1.50 0.18
H -2.72 -2.15 -2.17
H -1.82 -0.92 -2.32
O -1.86 -1.87 -2.22
H 1.07 4.39 0.71
H 1.12 4.04 -0.97
O 0.70 4.07 -0.22
H -0.22 -3.53 -0.06
H -0.08 -5.01 0.72
O -0.29 -4.04 0.79
H -1.11 1.13 4.16
H -1.49 1.30 2.53
O -0.82 1.17 3.25
H -3.52 2.24 0.86
H -3.90 0.83 1.40
O -4.13 1.49 0.90
H -0.87 3.53 -1.19
H -2.02 4.01 -2.06
O -1.43 3.31 -1.93

---

# 5
20
Properties=species:S:1:pos:R:3 method="wB97M-V/def2-TZVPD" largest_force_ha_per_bohr=0.0736 de_lowest_ev=2.378 multiplicity=2 gap_ev="9.794 / 5.879" total_charge=+2
N -0.52 -1.24 1.57
C -0.63 -1.22 0.05
C -2.16 -1.30 -0.19
O -2.56 -2.21 0.82
C -0.06 0.09 -0.43
S 1.73 0.38 0.02
S 2.49 2.20 0.33
C 3.14 2.96 -1.22
H -0.95 -0.37 2.05
H 0.51 -1.30 1.93
H -0.95 -2.02 2.03
H -0.05 -2.09 -0.39
H -2.76 -0.44 0.08
H -2.55 -1.77 -1.26
H -3.53 -2.47 0.80
H -0.70 0.93 -0.07
H -0.45 0.19 -1.42
H 3.60 3.95 -0.91
H 2.31 3.32 -1.94
H 4.09 2.41 -1.85

---

# 6
12
Properties=species:S:1:pos:R:3 method="wB97M-V/def2-TZVPD" largest_force_ha_per_bohr=0.0614 de_lowest_ev=4.954 multiplicity=1 gap_ev="10.496 / 6.594"
C 0.79 0.50 -1.48
C 0.38 -0.23 -0.03
C -0.92 0.24 0.50
S -2.36 -0.73 0.55
H 0.47 1.48 -1.31
H 1.86 0.35 -1.62
H 0.19 0.21 -2.33
H 1.19 -0.04 0.68
H 0.23 -1.24 -0.09
H -1.65 1.00 3.08
H -0.93 1.23 0.90
H -1.69 -1.76 0.04

---

# 7
114
Properties=species:S:1:pos:R:3 method="wB97M-V/def2-TZVPD" largest_force_ha_per_bohr=0.1232 multiplicity=1 gap_ev=5.804 total_charge=+1
C -1.91 1.32 0.81
C -0.89 2.02 -0.09
O 0.29 2.49 0.58
C 1.11 1.49 1.09
C 0.82 1.39 2.58
N 0.42 2.54 3.12
C 0.09 2.64 4.41
C 0.14 1.54 5.23
C 0.58 0.32 4.70
C 0.63 -0.84 5.69
O 0.61 -0.57 6.85
O 0.73 -2.11 5.28
C 0.92 0.24 3.35
N 1.36 -1.00 2.80
C 0.61 -1.52 1.98
S -0.03 -2.07 0.70
H -1.78 1.67 1.84
H -1.76 0.24 0.79
H -2.93 1.56 0.54
H -0.66 1.40 -0.96
H -1.37 2.90 -0.49
H 1.09 0.54 0.56
H 2.15 1.85 1.04
H 0.35 3.40 2.55
H -0.25 3.59 4.80
H -0.15 1.59 6.27
H 0.00 -2.31 4.67
O 0.33 5.56 1.86
P 1.28 6.64 1.34
N 2.76 5.85 1.66
C 4.04 6.49 1.90
C 2.95 4.65 0.86
N 0.94 7.84 2.55
C 1.60 7.74 3.84
C -0.49 8.04 2.74
N 1.99 7.85 0.25
C 2.06 9.26 0.59
C 1.45 7.71 -1.12
H 4.52 6.84 0.98
H 4.72 5.78 2.38
H 3.96 7.34 2.57
H 3.25 4.87 -0.18
H 2.02 4.08 0.81
H 3.70 4.00 1.30
H 1.59 6.73 4.26
H 1.12 8.41 4.56
H 2.63 8.09 3.79
H -0.94 7.26 3.37
H -1.02 8.03 1.78
H -0.68 9.01 3.20
H 1.09 9.74 0.71
H 2.59 9.78 -0.22
H 2.65 9.43 1.49
H 0.40 8.04 -1.19
H 1.49 6.66 -1.44
H 2.04 8.29 -1.83
O 0.22 -5.93 -0.52
P 1.38 -6.89 -0.42
N 0.54 -8.38 -0.49
C 1.03 -9.63 0.07
C -0.11 -8.63 -1.77
N 1.83 -6.52 1.22
C 1.12 -7.15 2.32
C 1.90 -5.08 1.45
N 2.98 -7.60 -0.76
C 4.05 -7.65 0.24
C 3.53 -7.08 -2.03
H 1.79 -10.11 -0.56
H 0.19 -10.32 0.17
H 1.44 -9.51 1.06
H 0.61 -8.94 -2.54
H -0.62 -7.74 -2.12
H -0.86 -9.42 -1.67
H 0.03 -7.14 2.18
H 1.35 -6.65 3.26
H 1.45 -8.18 2.47
H 0.91 -4.65 1.60
H 2.37 -4.58 0.59
H 2.52 -4.86 2.32
H 4.39 -6.66 0.56
H 4.89 -8.18 -0.20
H 3.75 -8.22 1.11
H 3.84 -6.03 -1.94
H 2.78 -7.14 -2.82
H 4.39 -7.67 -2.35
O -2.29 -0.17 -2.17
P -3.04 -0.34 -3.48
N -4.29 0.80 -3.24
C -5.59 0.75 -3.88
C -3.83 2.19 -3.19
N -3.62 -1.96 -3.19
C -4.82 -2.15 -2.39
C -2.56 -2.84 -2.71
N -3.30 -0.50 -5.23
C -3.82 -1.71 -5.84
C -2.11 -0.05 -5.98
H -5.57 1.09 -4.92
H -6.29 1.39 -3.33
H -6.02 -0.25 -3.86
H -3.59 2.57 -4.19
H -2.94 2.27 -2.57
H -4.59 2.83 -2.75
H -4.83 -1.54 -1.47
H -4.92 -3.20 -2.10
H -5.72 -1.93 -2.96
H -2.37 -2.69 -1.64
H -1.63 -2.64 -3.25
H -2.82 -3.88 -2.88
H -3.16 -2.58 -5.72
H -3.94 -1.53 -6.91
H -4.81 -1.96 -5.46
H -1.28 -0.75 -5.89
H -1.78 0.93 -5.61
H -2.35 0.08 -7.04

---

# 8
91
Properties=species:S:1:pos:R:3 method="wB97M-V/def2-TZVPD" smiles="CCN[PH](C)(C)CCCOC(C)=O.O=C1C=C(O)C(=O)C=C1O.O=C1C=C(O)C(=O)C=C1O.O=C1C=C(O)C(=O)C=C1O.O=C1C=C(O)C(=O)C=C1O" largest_force_ha_per_bohr=0.0882 multiplicity=1 gap_ev=6.450
C -2.02 0.86 -6.47
C -1.47 0.31 -5.03
N -2.62 -0.19 -4.23
P -2.26 -0.08 -2.45
C -0.92 -1.44 -2.54
C -4.12 -0.46 -2.16
C -2.03 -0.09 -0.53
C -1.97 1.40 0.05
C -1.75 1.46 1.66
O -0.88 0.39 2.11
C 0.07 0.83 3.07
C -0.19 1.88 4.23
O 1.20 0.29 3.02
H -2.03 2.01 -6.50
H -1.42 0.44 -7.35
H -3.12 0.54 -6.52
H -0.73 -0.53 -5.32
H -0.86 1.10 -4.47
H -2.77 -1.20 -4.40
H -1.87 1.29 -2.54
H -1.06 -2.23 -1.73
H 0.09 -0.92 -2.44
H -0.93 -2.00 -3.54
H -4.63 -0.58 -3.18
H -4.60 0.44 -1.65
H -4.30 -1.45 -1.61
H -1.10 -0.67 -0.20
H -2.98 -0.58 -0.08
H -2.95 1.94 -0.16
H -1.10 2.01 -0.43
H -1.38 2.51 1.88
H -2.79 1.26 2.12
H 0.86 2.22 4.59
H -0.69 2.85 3.85
H -0.74 1.47 5.13
O 2.27 -3.65 3.93
C 2.88 -3.26 4.90
C 2.85 -1.86 5.34
C 3.55 -1.47 6.40
O 3.53 -0.17 6.82
C 4.40 -2.42 7.17
O 5.04 -2.03 8.13
C 4.41 -3.83 6.75
C 3.70 -4.22 5.69
O 3.70 -5.52 5.28
H 2.24 -1.17 4.77
H 4.12 -0.15 7.60
H 5.01 -4.52 7.33
H 3.11 -5.54 4.49
O -2.19 3.50 -4.44
C -2.12 4.70 -4.62
C -1.04 5.31 -5.40
C -0.98 6.64 -5.55
O 0.01 7.22 -6.28
C -2.00 7.54 -4.95
O -1.91 8.74 -5.10
C -3.10 6.92 -4.19
C -3.16 5.59 -4.04
O -4.17 5.01 -3.34
H -0.30 4.65 -5.83
H -0.17 8.18 -6.24
H -3.84 7.58 -3.77
H -3.98 4.05 -3.37
O 0.26 4.64 -2.90
C 1.44 4.54 -2.60
C 2.36 5.68 -2.63
C 3.64 5.52 -2.31
O 4.51 6.57 -2.33
C 4.19 4.20 -1.91
O 5.37 4.09 -1.64
C 3.27 3.06 -1.86
C 1.98 3.21 -2.18
O 1.11 2.17 -2.13
H 1.95 6.64 -2.92
H 5.37 6.21 -2.06
H 3.67 2.11 -1.55
H 0.25 2.53 -2.40
O 0.94 -6.28 4.23
C 0.46 -7.40 4.16
C -0.60 -7.74 3.21
C -1.11 -8.97 3.18
O -2.09 -9.31 2.30
C -0.64 -10.04 4.11
O -1.14 -11.14 4.06
C 0.44 -9.70 5.04
C 0.95 -8.47 5.07
O 1.95 -8.14 5.94
H -0.94 -6.96 2.54
H -2.29 -10.25 2.47
H 0.79 -10.48 5.70
H 2.15 -7.20 5.77